Formula: C19H42IrNOP3S
Source: the Open Molecules 2025 dataset
Level of theory: ωB97M-V with the def2-TZVPD basis set

For the HOMO-LUMO gap (spin up / spin down), the calculation gives 6.1 / 2.0 eV. The spin multiplicity is 6. Its total energy is -65416.0968 eV. As for the charge: +4. The energy above the lowest of the compared OMol25 structures with the same formula, charge and spin comes out at 311.5 kJ/mol.

```
68
C19H42IrNOP3S ωB97M-V with the def2-TZVPD basis set
Ir 0.84 -0.43 -0.04
P 1.72 0.22 -2.01
P 2.88 -0.07 1.12
P -1.24 -0.88 -0.95
H 0.77 1.39 1.99
C 0.04 0.70 1.56
C -0.01 -0.68 1.99
H 0.71 -1.05 2.73
C 1.50 2.04 -2.15
C 3.52 -0.03 -2.36
C 1.11 -0.51 -3.59
C 2.93 -0.19 2.95
C 4.17 -1.30 0.70
C 3.57 1.59 0.83
C -2.57 -1.42 0.19
C -1.28 -2.36 -2.03
C -1.85 0.49 -2.00
H -0.90 1.15 1.25
H -0.97 -1.19 1.98
H 1.89 2.39 -3.11
H 2.03 2.55 -1.34
H 0.43 2.30 -2.09
H 3.75 0.36 -3.36
H 3.75 -1.11 -2.37
H 4.17 0.47 -1.64
H 1.70 -0.11 -4.43
H 0.05 -0.29 -3.80
H 1.25 -1.60 -3.58
H 3.91 0.16 3.29
H 2.81 -1.24 3.25
H 2.15 0.42 3.42
H 5.09 -1.02 1.22
H 4.37 -1.35 -0.37
H 3.84 -2.29 1.05
H 4.33 1.76 1.61
H 2.79 2.35 0.93
H 4.04 1.70 -0.15
H -3.51 -1.52 -0.36
H -2.74 -0.73 1.03
H -2.29 -2.41 0.57
H -2.30 -2.49 -2.40
H -1.02 -3.24 -1.42
H -0.60 -2.29 -2.88
H -2.94 0.38 -2.12
H -1.39 0.49 -2.99
H -1.67 1.46 -1.52
C -4.57 2.77 1.40
C -5.00 3.96 0.79
C -5.82 4.83 1.50
C -6.24 4.51 2.79
C -5.86 3.30 3.38
C -5.03 2.42 2.68
S -3.46 1.71 0.56
H -2.27 2.19 1.07
H -4.66 4.17 -0.22
H -6.13 5.77 1.04
H -6.89 5.20 3.34
H -6.21 3.02 4.38
H -4.69 1.47 3.12
C 2.57 -3.87 -1.38
C 1.66 -3.82 -0.20
N 1.49 -4.97 0.48
O 1.03 -2.80 0.21
H 2.72 -4.91 -1.71
H 3.55 -3.44 -1.12
H 2.14 -3.31 -2.22
H 0.87 -4.98 1.29
H 1.97 -5.81 0.21
```



Formula: C23H16BeBrN4O2S
Source: the Open Molecules 2025 dataset
Level of theory: ωB97M-V with the def2-TZVPD basis set

For the HOMO-LUMO gap, the calculation gives 7.5 eV. The spin multiplicity is 1. Its total energy is -115445.6987 eV. As for the charge: +1. The energy above the lowest of the compared OMol25 structures with the same formula, charge and spin comes out at 0.0 kJ/mol.

```
48
C23H16BeBrN4O2S ωB97M-V with the def2-TZVPD basis set
Be 0.02 -0.32 0.09
C 4.07 -0.79 -0.45
C 2.87 -0.32 0.10
N 1.69 -0.63 -0.42
C 1.67 -1.40 -1.53
C 2.80 -1.91 -2.15
C 4.04 -1.58 -1.57
C 2.62 -2.71 -3.33
C 1.39 -2.96 -3.83
C 0.21 -2.42 -3.20
C -1.11 -2.60 -3.65
C -2.15 -2.02 -2.95
C -1.87 -1.26 -1.80
N -0.64 -1.09 -1.36
C 0.37 -1.66 -2.05
H 5.00 -0.51 0.01
H 2.87 0.30 0.98
H 4.96 -1.95 -2.01
H 3.49 -3.12 -3.82
H 1.27 -3.56 -4.72
H -1.31 -3.18 -4.54
H -3.17 -2.13 -3.28
H -2.66 -0.79 -1.23
S -0.19 -1.63 1.74
C -1.84 -1.64 2.20
N -2.61 -0.52 2.16
C -3.89 -0.51 2.57
C -4.46 -1.66 3.04
C -3.62 -2.78 3.07
N -2.36 -2.78 2.67
H -2.23 0.42 1.88
H -4.39 0.44 2.50
H -5.48 -1.70 3.38
H -3.99 -3.73 3.45
Br -0.01 7.28 0.59
C 0.56 5.53 1.03
C 1.85 5.33 1.49
C 2.26 4.04 1.82
C 1.39 2.97 1.67
C 0.10 3.20 1.21
C -0.33 4.48 0.90
C -0.85 2.05 1.08
O -1.91 2.05 1.71
O -0.53 1.10 0.27
H 2.53 6.17 1.59
H 3.26 3.89 2.20
H 1.69 1.97 1.95
H -1.35 4.65 0.57
```